Entry 1:
Computed, not measured: a molecular structure, C54H44BrCoF5N3O2P2S3, with ωB97M-V/def2-TZVPD.

Each line ends with the Löwdin spin population.
CARTESIAN COORDINATES (ANGSTROEM)
1 Co -0.328 0.303 -0.349  2.69
2 S 0.133 0.721 1.882  0.08
3 C -1.147 1.820 2.293  0.01
4 N -1.409 2.052 3.594  0.00
5 C -2.446 3.008 3.979  0.00
6 C -3.576 2.942 2.985  0.00
7 N -3.058 3.253 1.676  0.00
8 C -4.047 3.667 0.689  0.00
9 C -4.996 2.540 0.307  0.00
10 C -4.738 1.707 -0.781  0.00
11 C -5.564 0.626 -1.063  0.00
12 C -6.669 0.364 -0.263  0.00
13 C -6.949 1.198 0.811  0.00
14 C -6.119 2.277 1.089  0.00
15 C -1.946 2.451 1.297  0.01
16 S -1.521 2.334 -0.306  0.05
17 C -0.645 1.452 4.697  0.01
18 C -1.479 0.492 5.510  0.00
19 C -2.070 0.865 6.711  0.00
20 C -2.878 -0.027 7.407  0.00
21 C -3.096 -1.303 6.908  0.00
22 C -2.493 -1.690 5.716  0.00
23 C -1.689 -0.797 5.024  0.00
24 H -2.031 4.019 4.014  0.00
25 H -2.805 2.742 4.971  0.00
26 H -4.350 3.666 3.241  0.00
27 H -4.018 1.934 3.026  0.00
28 H -3.533 4.042 -0.193  0.00
29 H -4.606 4.495 1.125  0.00
30 H -3.888 1.913 -1.422  0.00
31 H -5.352 -0.006 -1.919  0.00
32 H -7.320 -0.473 -0.485  0.00
33 H -7.819 1.014 1.429  0.00
34 H -6.355 2.928 1.924  0.00
35 H -0.251 2.256 5.324  0.00
36 H 0.191 0.920 4.263  0.00
37 H -1.883 1.853 7.120  0.00
38 H -3.334 0.277 8.341  0.00
39 H -3.730 -1.996 7.446  0.00
40 H -2.642 -2.693 5.332  0.00
41 H -1.215 -1.096 4.091  0.00
42 F 1.622 3.634 -6.376  0.00
43 C 1.275 3.665 -5.093  0.00
44 C 0.576 2.620 -4.533  0.00
45 F 0.243 1.556 -5.272  0.00
46 C 0.244 2.652 -3.193  0.00
47 F -0.415 1.560 -2.730  0.01
48 C 0.552 3.710 -2.356  0.00
49 S 0.209 3.840 -0.640  0.01
50 C 1.251 4.755 -2.963  0.00
51 F 1.603 5.814 -2.237  0.00
52 C 1.616 4.741 -4.294  0.00
53 F 2.293 5.758 -4.817  0.00
54 O 1.755 0.755 -0.867  0.03
55 P 3.100 0.107 -0.727  0.00
56 C 2.908 -1.541 0.033  0.00
57 P 1.518 -2.453 -0.689  0.01
58 O 0.258 -1.619 -0.642  0.03
59 C 1.279 -3.934 0.283  0.00
60 C 1.235 -5.206 -0.282  0.00
61 C 0.876 -6.295 0.502  0.00
62 C 0.554 -6.111 1.838  0.00
63 C 0.588 -4.840 2.403  0.00
64 C 0.944 -3.749 1.629  0.00
65 C 1.978 -2.871 -2.362  0.00
66 C 1.241 -2.298 -3.397  0.00
67 C 1.599 -2.548 -4.716  0.00
68 C 2.678 -3.376 -4.995  0.00
69 C 3.408 -3.954 -3.963  0.00
70 C 3.064 -3.700 -2.646  0.00
71 C 3.938 -0.113 -2.293  0.00
72 C 5.034 -0.962 -2.449  0.00
73 C 5.666 -1.051 -3.679  0.00
74 C 5.211 -0.293 -4.752  0.00
75 C 4.126 0.561 -4.597  0.00
76 C 3.490 0.651 -3.367  0.00
77 C 4.224 1.002 0.344  0.00
78 C 3.798 1.297 1.642  0.00
79 C 4.632 1.991 2.501  0.00
80 C 5.891 2.397 2.072  0.00
81 C 6.311 2.123 0.779  0.00
82 C 5.480 1.426 -0.089  0.00
83 H 2.673 -1.368 1.087  0.00
84 H 3.829 -2.123 -0.033  0.00
85 H 1.479 -5.348 -1.328  0.00
86 H 0.842 -7.285 0.066  0.00
87 H 0.269 -6.962 2.444  0.00
88 H 0.330 -4.701 3.445  0.00
89 H 0.940 -2.754 2.063  0.00
90 H 0.405 -1.652 -3.162  0.00
91 H 1.038 -2.093 -5.522  0.00
92 H 2.956 -3.571 -6.023  0.00
93 H 4.249 -4.599 -4.188  0.00
94 H 3.642 -4.144 -1.841  0.00
95 H 5.406 -1.545 -1.612  0.00
96 H 6.518 -1.708 -3.802  0.00
97 H 5.707 -0.367 -5.712  0.00
98 H 3.780 1.156 -5.433  0.00
99 H 2.648 1.318 -3.222  0.00
100 H 2.801 1.017 1.966  0.00
101 H 4.298 2.226 3.504  0.00
102 H 6.544 2.933 2.748  0.00
103 H 7.282 2.458 0.440  0.00
104 H 5.807 1.225 -1.101  0.00
105 Br -2.970 -1.171 1.808  0.00
106 C -3.117 -1.370 -0.060  0.00
107 C -4.069 -2.255 -0.542  0.00
108 C -4.209 -2.387 -1.910  0.00
109 C -3.414 -1.615 -2.744  0.00
110 C -2.505 -0.756 -2.168  0.00
111 N -2.333 -0.636 -0.838  0.03
112 H -4.686 -2.809 0.148  0.00
113 H -4.941 -3.073 -2.319  0.00
114 H -3.497 -1.671 -3.821  0.00
115 H -1.887 -0.120 -2.792  0.00

As for the spin multiplicity: 4. As for the energy relative to the best compared isomer or geometry (same formula, charge and spin): 13.5 kcal/mol. The expectation value of S² is 3.759. Its net charge is +1. The molar mass is 1158.94 g mol⁻¹. The gap between HOMO and LUMO (spin up / spin down) is 6.42 / 6.40 eV.

***

Entry 2:
Computed, not measured: 2 unconnected molecules or ions with the total composition C3H5B in a non-equilibrium geometry, with ωB97M-V/def2-TZVPD.

Each line ends with the Mulliken charge.
CARTESIAN COORDINATES (ANGSTROEM)
1 B -0.131 -1.320 0.509  -0.02
2 C -0.549 1.041 -0.700  -0.23
3 C 0.541 1.198 -0.043  -0.33
4 C 0.262 -0.254 -0.476  -0.27
5 H -0.069 -2.473 0.430  -0.04
6 H -0.684 -0.743 2.331  -0.10
7 H -1.439 1.353 -1.176  0.39
8 H 1.251 1.779 0.486  0.35
9 H 0.819 -0.581 -1.362  0.25

As for the energy relative to the best compared isomer or geometry (same formula, charge and spin): 84.3 kcal/mol. The molar mass is 51.88 g mol⁻¹. The gap between HOMO and LUMO (spin up / spin down) is 9.17 / 9.17 eV.

***

Entry 3:
Computed, not measured: a molecular structure, C30H33BIrN8O2 in a non-equilibrium geometry, with ωB97M-V/def2-TZVPD.

Each line ends with the Löwdin spin population.
CARTESIAN COORDINATES (ANGSTROEM)
1 Ir -0.026 0.117 0.358  2.92
2 C 1.141 3.454 1.151  0.00
3 C 0.895 3.172 -0.280  0.03
4 C 1.018 4.005 -1.387  0.01
5 C 0.686 3.227 -2.490  0.04
6 C 0.665 3.624 -3.918  0.01
7 N 0.380 1.993 -2.046  0.00
8 N 0.506 1.964 -0.706  0.14
9 B -0.024 0.750 -2.862  0.00
10 N -1.419 0.283 -2.392  0.01
11 N -1.649 -0.047 -1.111  0.16
12 C -2.912 -0.459 -0.984  0.03
13 C -3.444 -0.908 0.327  0.01
14 C -3.522 -0.382 -2.233  0.01
15 C -2.545 0.092 -3.102  0.03
16 C -2.662 0.362 -4.554  0.01
17 N 0.977 -0.377 -2.545  0.01
18 N 1.156 -0.825 -1.289  0.17
19 C 2.044 -1.820 -1.306  0.03
20 C 2.454 -2.550 -0.083  0.00
21 C 2.456 -2.016 -2.622  0.01
22 C 1.760 -1.085 -3.382  0.03
23 C 1.821 -0.868 -4.845  0.01
24 H 1.378 4.502 1.293  0.00
25 H 0.264 3.195 1.742  0.00
26 H 1.970 2.846 1.513  0.00
27 H 1.308 5.035 -1.392  0.00
28 H 0.940 4.671 -4.008  0.00
29 H 1.368 3.025 -4.494  0.00
30 H -0.323 3.479 -4.348  0.00
31 H -0.035 0.991 -4.010  0.00
32 H -2.661 -0.820 1.084  0.00
33 H -4.295 -0.298 0.624  0.00
34 H -3.766 -1.946 0.267  0.00
35 H -4.533 -0.637 -2.472  0.00
36 H -3.677 0.155 -4.882  0.00
37 H -2.426 1.401 -4.773  0.00
38 H -1.976 -0.266 -5.119  0.00
39 H 1.812 -2.282 0.753  0.00
40 H 2.379 -3.623 -0.248  0.00
41 H 3.486 -2.314 0.172  0.00
42 H 3.162 -2.740 -2.970  0.00
43 H 2.541 -1.553 -5.282  0.00
44 H 0.848 -1.042 -5.302  0.00
45 H 2.123 0.152 -5.071  0.00
46 O -0.317 1.207 2.678  0.11
47 C -0.127 0.071 3.104  0.03
48 N -0.066 -0.362 4.372  0.02
49 C 0.040 -1.807 4.413  0.00
50 C 0.157 -2.135 2.864  0.01
51 O 0.305 -3.239 2.419  0.03
52 N 0.069 -0.966 2.226  0.11
53 C 1.319 -2.344 4.975  0.00
54 C 1.496 -3.729 4.959  0.00
55 C 2.724 -4.270 5.274  0.00
56 C 3.781 -3.440 5.622  0.00
57 C 3.593 -2.068 5.695  0.00
58 C 2.369 -1.515 5.366  0.00
59 C -1.216 -2.420 4.980  0.00
60 C -2.305 -2.710 4.169  0.00
61 C -3.467 -3.209 4.726  0.00
62 C -3.553 -3.412 6.093  0.00
63 C -2.473 -3.106 6.905  0.00
64 C -1.303 -2.618 6.353  0.00
65 H -0.322 0.202 5.167  0.00
66 H 0.673 -4.366 4.672  0.00
67 H 2.855 -5.338 5.241  0.00
68 H 4.748 -3.865 5.842  0.00
69 H 4.399 -1.423 6.006  0.00
70 H 2.222 -0.445 5.416  0.00
71 H -2.244 -2.562 3.101  0.00
72 H -4.303 -3.446 4.089  0.00
73 H -4.459 -3.807 6.526  0.00
74 H -2.534 -3.253 7.971  0.00
75 H -0.454 -2.386 6.980  0.00

As for the spin multiplicity: 5. As for the energy relative to the best compared isomer or geometry (same formula, charge and spin): 12.1 kcal/mol. The expectation value of S² is 6.012. Its net charge is +1. The molar mass is 740.68 g mol⁻¹. The gap between HOMO and LUMO (spin up / spin down) is 9.24 / 5.06 eV.

***

Entry 4:
Computed, not measured: 5 unconnected molecules or ions with the total composition C4H17NO6 in a non-equilibrium geometry, with ωB97M-V/def2-TZVPD.

Each line ends with the Löwdin spin population.
CARTESIAN COORDINATES (ANGSTROEM)
1 O 2.839 1.030 -1.538  0.29
2 C 2.069 1.526 -0.745  0.34
3 C 1.231 0.601 0.134  0.06
4 C 1.752 0.272 1.566  0.08
5 C 0.507 0.256 2.429  0.03
6 O -0.231 -0.966 2.304  0.01
7 N 1.264 -0.773 -0.537  0.01
8 H 1.833 2.573 -0.774  0.06
9 H 0.268 0.849 0.139  0.01
10 H 2.592 0.764 2.018  0.04
11 H 2.408 -0.626 1.558  0.02
12 H -0.203 1.052 2.031  0.00
13 H 0.665 0.529 3.470  0.01
14 H 0.414 -1.622 1.929  0.00
15 H 0.635 -0.654 -1.243  0.00
16 H 2.161 -1.177 -0.695  0.00
17 H -1.369 1.777 -1.705  0.00
18 H -1.787 1.278 -0.490  0.00
19 O -1.538 2.104 -0.817  0.02
20 H -1.068 -2.731 -0.957  0.00
21 H -2.665 -2.471 -0.743  0.00
22 O -1.912 -2.477 -1.411  0.00
23 H -1.255 -0.907 -2.196  0.00
24 H -0.904 -0.026 -3.361  0.00
25 O -0.851 -0.067 -2.420  0.01
26 H -2.261 0.395 1.290  0.00
27 H -1.892 -0.487 0.156  0.00
28 O -2.700 -0.021 0.606  0.01

As for the spin multiplicity: 2. The expectation value of S² is 0.753. Its net charge is -1. The molar mass is 175.18 g mol⁻¹. The gap between HOMO and LUMO (spin up / spin down) is 1.95 / 6.45 eV.

***

Entry 5:
Computed, not measured: a molecular structure, C29H24BrN11O6S2SeV in a non-equilibrium geometry, with ωB97M-V/def2-TZVPD.

Each line ends with the Löwdin spin population.
CARTESIAN COORDINATES (ANGSTROEM)
1 V 0.523 -0.258 0.546  2.60
2 N 3.531 -2.954 -0.220  0.00
3 C 2.416 -2.433 0.417  0.00
4 S 0.850 -2.775 -0.221  0.01
5 N 2.616 -1.820 1.554  0.01
6 N 1.468 -1.166 1.979  -0.02
7 C 1.195 -1.205 3.232  0.07
8 C -0.122 -0.850 3.743  0.01
9 C -0.329 -0.755 5.121  0.01
10 C -1.585 -0.564 5.666  0.01
11 C -2.684 -0.484 4.799  0.01
12 C -2.522 -0.599 3.436  0.00
13 C -1.244 -0.782 2.841  0.02
14 O -1.125 -0.890 1.565  0.04
15 H 3.354 -3.071 -1.205  0.00
16 H 4.371 -2.425 -0.025  0.00
17 H 1.931 -1.638 3.909  0.00
18 H 0.536 -0.829 5.777  0.00
19 H -1.716 -0.484 6.739  0.00
20 H -3.677 -0.320 5.206  0.00
21 H -3.374 -0.539 2.766  0.00
22 N -3.633 -4.724 -5.342  0.00
23 C -2.731 -3.767 -4.820  0.00
24 C -2.177 -3.934 -3.557  0.00
25 C -1.301 -2.990 -3.038  0.00
26 C -0.969 -1.875 -3.787  0.00
27 C -1.498 -1.711 -5.060  0.00
28 C -2.366 -2.656 -5.580  0.00
29 S 0.041 -0.560 -3.113  0.00
30 O 1.353 -1.102 -2.876  0.00
31 O -0.021 0.506 -4.093  0.00
32 N -0.602 -0.101 -1.651  0.02
33 C -1.953 0.216 -1.740  0.00
34 N -2.624 0.081 -2.905  0.00
35 C -3.915 0.370 -2.921  0.00
36 C -4.608 0.809 -1.808  0.00
37 C -3.840 0.922 -0.659  0.00
38 N -2.556 0.627 -0.614  0.00
39 H -4.093 -5.256 -4.620  0.00
40 H -4.306 -4.323 -5.975  0.00
41 H -2.447 -4.802 -2.962  0.00
42 H -0.883 -3.117 -2.049  0.00
43 H -1.244 -0.810 -5.606  0.00
44 H -2.793 -2.522 -6.568  0.00
45 H -4.413 0.232 -3.879  0.00
46 H -5.659 1.060 -1.832  0.00
47 H -4.279 1.267 0.276  0.00
48 Br -3.043 3.586 2.588  0.00
49 C -1.264 2.927 2.594  0.00
50 C -0.348 3.413 3.501  0.03
51 C 0.926 2.882 3.447  0.00
52 C 1.209 1.889 2.530  0.03
53 N 0.308 1.398 1.674  0.01
54 C -0.920 1.944 1.688  0.03
55 H -0.615 4.190 4.204  0.00
56 H 1.706 3.233 4.110  0.00
57 H 2.205 1.476 2.465  0.00
58 H -1.609 1.578 0.948  0.00
59 O -0.293 5.395 0.369  0.00
60 N 0.293 4.344 0.041  0.00
61 O 1.460 4.113 0.430  0.00
62 O -0.321 3.466 -0.641  0.00
63 Se 1.726 1.759 -1.673  0.05
64 N 2.172 0.768 -0.280  0.00
65 C 3.486 1.044 -0.034  0.01
66 C 4.264 0.599 1.070  -0.01
67 C 5.572 0.984 1.177  0.01
68 C 6.186 1.817 0.206  -0.01
69 C 5.470 2.276 -0.860  0.01
70 C 4.103 1.920 -0.987  0.00
71 N 3.314 2.374 -1.969  0.04
72 H 3.829 -0.056 1.805  0.00
73 H 6.149 0.650 2.031  0.00
74 H 7.226 2.103 0.323  0.00
75 H 5.912 2.928 -1.604  0.00

As for the spin multiplicity: 4. As for the energy relative to the best compared isomer or geometry (same formula, charge and spin): 29.8 kcal/mol. The expectation value of S² is 3.776. Its net charge is -2. The molar mass is 896.52 g mol⁻¹. The gap between HOMO and LUMO (spin up / spin down) is 5.45 / 6.52 eV.

***

Entry 6:
Computed, not measured: a molecular structure, C2H5N2 in a non-equilibrium geometry, with ωB97M-V/def2-TZVPD.

Each line ends with the Mulliken charge.
CARTESIAN COORDINATES (ANGSTROEM)
1 C -0.934 -0.204 -0.453  -0.34
2 C 0.475 -0.199 -0.303  0.31
3 N -0.987 -0.872 0.607  -0.33
4 N 1.100 0.806 0.111  -0.22
5 H -1.733 0.099 -1.116  0.42
6 H 1.137 -1.019 -0.364  0.39
7 H -1.893 -1.081 1.046  0.27
8 H 2.058 0.711 0.266  0.25
9 H 0.778 1.757 0.205  0.25

As for the energy relative to the best compared isomer or geometry (same formula, charge and spin): 22.6 kcal/mol. Its net charge is +1. The molar mass is 57.08 g mol⁻¹. The gap between HOMO and LUMO is 11.47 eV.

***

Entry 7:
Computed, not measured: C20H27NO5 in the gas phase in a non-equilibrium geometry, with ωB97M-V/def2-TZVPD.

Each line ends with the Mulliken charge.
CARTESIAN COORDINATES (ANGSTROEM)
1 C 7.842 2.627 1.342  -1.20
2 C 7.056 1.354 1.649  -0.19
3 O 5.676 1.454 1.360  -0.35
4 C 5.320 1.404 -0.005  -0.53
5 C 5.382 -0.005 -0.612  -0.59
6 C 4.611 -1.028 0.229  -0.89
7 N 3.207 -0.719 0.316  -0.14
8 C 2.279 -1.324 -0.458  0.19
9 O 2.543 -2.223 -1.239  -0.71
10 C 0.914 -0.806 -0.253  1.17
11 O 0.746 0.234 0.626  -0.59
12 C -0.574 0.525 0.625  -0.18
13 C -1.198 1.526 1.353  -1.20
14 C -2.561 1.658 1.210  -0.52
15 C -3.276 0.813 0.352  0.29
16 C -2.652 -0.180 -0.393  0.72
17 C -1.270 -0.333 -0.252  0.23
18 C -0.271 -1.194 -0.819  0.31
19 C -0.455 -2.276 -1.820  -1.67
20 C -3.559 -0.958 -1.309  0.09
21 O -3.896 -0.207 -2.456  -0.63
22 C -4.798 -1.346 -0.481  -1.49
23 C -5.483 -0.116 0.147  1.66
24 C -5.920 -0.436 1.582  -1.83
25 C -6.691 0.326 -0.682  -1.70
26 O -4.617 1.034 0.209  -0.56
27 H 8.857 2.525 1.716  0.40
28 H 7.889 2.815 0.272  0.31
29 H 7.370 3.479 1.825  0.29
30 H 7.505 0.501 1.123  0.26
31 H 7.094 1.153 2.724  0.32
32 H 4.291 1.772 -0.036  0.40
33 H 5.941 2.085 -0.601  0.23
34 H 6.419 -0.335 -0.695  0.33
35 H 4.959 0.035 -1.617  0.38
36 H 4.691 -2.015 -0.232  0.41
37 H 5.027 -1.058 1.240  0.33
38 H 2.927 0.043 0.913  0.35
39 H -0.632 2.170 2.006  0.45
40 H -3.105 2.418 1.748  0.47
41 H -0.959 -1.888 -2.704  0.39
42 H -1.058 -3.081 -1.402  0.34
43 H 0.516 -2.673 -2.101  0.35
44 H -3.079 -1.861 -1.690  0.61
45 H -4.206 0.659 -2.163  0.46
46 H -5.509 -1.869 -1.120  0.39
47 H -4.467 -2.031 0.301  0.44
48 H -6.578 -1.300 1.592  0.41
49 H -6.444 0.416 2.006  0.39
50 H -5.048 -0.647 2.198  0.40
51 H -6.425 0.427 -1.731  0.41
52 H -7.490 -0.405 -0.593  0.39
53 H -7.046 1.286 -0.318  0.40

As for the energy relative to the best compared isomer or geometry (same formula, charge and spin): 33.6 kcal/mol. The molar mass is 361.44 g mol⁻¹. The gap between HOMO and LUMO is 8.96 eV.